Record 1
Density functional theory data (the ωB97M-V functional and the def2-TZVPD basis) for an isolated ion of composition C3H2ClN2O2S and charge -1.

Each line ends with the Löwdin charge.
Atoms and positions in Å:
C  -1.63  -0.70  -0.14  -0.267
C  0.54  -0.54  -0.32  -0.287
C  -0.21  1.02  -0.04  -0.680
N  -0.49  -1.33  -0.33  -0.003
N  -1.49  0.65  0.03  -0.030
O  2.82  0.63  0.08  -0.598
O  2.58  -1.71  0.84  -0.580
S  2.43  -0.75  -0.29  0.583
Cl  0.31  2.62  0.07  0.639
H  -2.60  -1.17  -0.10  0.088
H  -2.26  1.27  0.21  0.137

**E_HOMO**: -3.410 eV
**DFT total energy**: -33575.260 eV
**Total charge**: -1
**Energy above the lowest of the compared OMol25 structures with the same formula, charge and spin**: 33.7 kcal/mol
**LUMO**: 3.2 eV
**Spin multiplicity**: 1

***

Record 2
Density functional theory data (the ωB97M-V functional and the def2-TZVPD basis) for a 7-piece molecular cluster, C41H32Cl2NO26 overall.

Each line ends with the Löwdin charge.
Atoms and positions in Å:
C  -3.68  -4.83  2.89  -0.128
C  -2.57  -4.22  2.06  -0.700
Cl  -3.26  -3.82  0.42  0.553
C  -1.29  -5.06  1.96  -0.654
Cl  -1.38  -6.34  0.72  0.604
C  -0.88  -5.58  3.36  -0.354
N  -0.63  -7.03  3.41  0.014
C  0.38  -4.77  3.78  -0.681
O  1.47  -5.28  3.49  -0.030
O  0.12  -3.67  4.33  -0.052
H  -3.59  -4.48  3.92  0.078
H  -4.64  -4.53  2.51  0.041
H  -3.59  -5.91  2.91  0.075
H  -2.26  -3.24  2.41  0.095
H  -0.49  -4.41  1.63  0.090
H  -1.63  -5.29  4.09  0.106
H  -1.52  -7.52  3.41  0.050
H  -0.18  -7.23  4.29  0.069
C  -8.70  -0.43  -0.06  0.061
C  -8.17  -1.40  0.70  -0.234
C  -7.02  -2.26  0.23  -0.310
O  -6.61  -3.10  1.00  0.098
C  -6.48  -2.03  -1.10  0.079
C  -7.01  -1.06  -1.86  -0.237
C  -8.15  -0.19  -1.38  -0.313
O  -8.54  0.67  -2.14  0.088
O  -6.59  -0.77  -3.08  0.112
O  -8.59  -1.69  1.92  0.115
H  -9.51  0.19  0.27  0.125
H  -5.66  -2.65  -1.43  0.126
H  -7.14  -0.03  -3.39  0.114
H  -8.02  -2.42  2.23  0.119
C  5.63  -3.39  2.78  0.048
C  4.41  -3.86  2.40  -0.243
C  3.50  -3.03  1.51  -0.321
O  2.47  -3.52  1.12  0.126
C  3.95  -1.70  1.12  0.065
C  5.15  -1.26  1.51  -0.244
C  6.07  -2.10  2.35  -0.341
O  7.15  -1.60  2.63  0.068
O  5.64  -0.07  1.20  0.082
O  3.96  -5.02  2.77  0.125
H  6.29  -3.97  3.40  0.131
H  3.28  -1.10  0.50  0.135
H  6.53  -0.04  1.62  0.113
H  3.03  -5.12  2.45  0.100
C  3.97  5.85  0.71  0.058
C  5.20  5.73  0.18  -0.237
C  5.88  4.40  0.03  -0.312
O  6.99  4.40  -0.48  0.099
C  5.20  3.21  0.50  0.079
C  3.97  3.32  1.03  -0.229
C  3.28  4.66  1.16  -0.320
O  2.15  4.66  1.62  0.099
O  3.27  2.30  1.47  0.129
O  5.91  6.75  -0.27  0.113
H  3.47  6.80  0.80  0.126
H  5.70  2.26  0.40  0.118
H  2.42  2.66  1.80  0.124
H  6.74  6.37  -0.60  0.116
C  5.09  -5.19  -3.39  0.071
C  4.99  -4.58  -2.20  -0.221
C  6.19  -4.44  -1.28  -0.282
O  6.03  -3.86  -0.22  0.135
C  7.46  -5.00  -1.70  0.078
C  7.55  -5.61  -2.89  -0.243
C  6.36  -5.73  -3.82  -0.322
O  6.56  -6.29  -4.89  0.090
O  8.66  -6.15  -3.37  0.107
O  3.86  -4.07  -1.76  0.141
H  4.25  -5.30  -4.06  0.135
H  8.30  -4.91  -1.03  0.135
H  8.42  -6.51  -4.24  0.114
H  4.02  -3.70  -0.87  0.097
C  -6.68  5.49  1.42  0.074
C  -7.45  4.40  1.55  -0.236
C  -7.95  3.63  0.36  -0.301
O  -8.64  2.65  0.57  0.104
C  -7.59  4.08  -0.97  0.080
C  -6.81  5.17  -1.10  -0.237
C  -6.30  5.93  0.10  -0.315
O  -5.60  6.90  -0.13  0.103
O  -6.43  5.66  -2.26  0.118
O  -7.85  3.91  2.72  0.122
H  -6.31  6.05  2.27  0.135
H  -7.96  3.52  -1.82  0.131
H  -5.87  6.44  -2.06  0.118
H  -8.38  3.12  2.51  0.121
C  1.30  5.61  -2.02  0.083
C  0.68  4.95  -3.00  -0.233
C  0.53  5.53  -4.39  -0.314
O  -0.04  4.84  -5.22  0.107
C  1.07  6.84  -4.65  0.072
C  1.70  7.50  -3.67  -0.238
C  1.86  6.92  -2.29  -0.302
O  2.46  7.59  -1.47  0.100
O  2.23  8.71  -3.81  0.116
O  0.14  3.76  -2.85  0.130
H  1.40  5.21  -1.02  0.124
H  0.96  7.25  -5.64  0.134
H  2.62  8.93  -2.94  0.119
H  -0.24  3.51  -3.71  0.123

**E_HOMO**: -5.319 eV
**DFT total energy**: -122805.808 eV
**Total charge**: -1
**LUMO**: -0.4 eV
**Spin multiplicity**: 1

***

Record 3
Density functional theory data (the ωB97M-V functional and the def2-TZVPD basis) for C3H8AlB2ClFO4 as an isolated structure.

Each line ends with the Löwdin charge.
Atoms and positions in Å:
C  0.73  2.38  0.42  -0.083
B  -0.14  1.50  -0.60  -0.485
O  -1.08  2.24  -1.38  -0.007
Al  -0.08  -0.59  -0.89  0.149
Cl  -0.06  -0.91  -3.14  0.083
C  1.61  -1.52  -0.20  -0.157
C  2.24  -0.91  0.98  -0.620
O  2.95  -0.02  0.95  0.132
F  2.00  -1.45  2.21  0.044
B  -1.88  -1.37  -0.06  -0.613
O  -1.95  -2.24  1.03  0.048
O  -3.11  -0.94  -0.65  0.019
H  0.23  3.35  0.57  0.043
H  0.81  1.93  1.41  0.045
H  1.71  2.57  -0.03  0.059
H  -1.97  1.96  -1.14  0.062
H  2.36  -1.52  -0.99  0.067
H  1.41  -2.58  0.03  0.067
H  -2.47  -1.79  1.72  0.080
H  -3.33  -0.10  -0.23  0.065

**E_HOMO**: -4.132 eV
**DFT total energy**: -34626.864 eV
**Total charge**: -1
**LUMO**: 2.8 eV
**Spin multiplicity**: 1